# 1
DFT (wB97M-V/def2-TZVPD) results for a structure of composition C45H63N3P2S5SbSiTi at a distorted geometry.

- Total charge: -2
- HOMO-LUMO gap (alpha / beta): 4.838 / 4.844 eV
- Max |F|: 3.41 eV/Å
- Energy relative to the best compared isomer or geometry (same formula, charge and spin): 104.5 kJ/mol
- Multiplicity: 2
- LUMO energy (alpha / beta): 3.81 / 3.81 eV

Atoms and positions in Å:
Ti: 0.974 -0.715 0.312
C: 4.786 3.298 1.356
S: 5.165 1.854 0.345
C: 3.654 0.923 0.550
S: 3.074 0.044 -0.828
N: 3.133 0.961 1.728
N: 1.935 0.254 1.773
C: 1.464 -0.034 2.982
C: 0.243 -0.716 3.027
C: -0.405 -1.136 4.210
C: -1.629 -1.711 4.129
C: -2.260 -1.861 2.866
C: -1.585 -1.488 1.750
N: -0.335 -0.958 1.798
H: 5.726 3.828 1.522
H: 4.373 2.972 2.308
H: 4.077 3.947 0.844
H: 2.032 0.214 3.868
H: 0.093 -0.990 5.160
H: -2.129 -2.044 5.031
H: -3.244 -2.296 2.770
H: -2.006 -1.579 0.764
C: 1.160 2.936 -0.517
Si: -0.105 1.504 -0.722
C: -0.178 1.201 -2.617
C: 0.814 1.702 -3.468
C: 0.801 1.460 -4.837
C: -0.219 0.696 -5.388
C: -1.214 0.190 -4.561
C: -1.215 0.443 -3.189
P: -2.528 -0.221 -2.075
C: -3.982 0.919 -2.368
C: -4.091 1.693 -3.681
C: -5.192 2.752 -3.581
C: -6.541 2.145 -3.190
C: -6.421 1.323 -1.903
C: -5.324 0.266 -2.038
C: -2.867 -1.856 -2.908
C: -3.168 -2.927 -1.846
C: -3.065 -4.331 -2.447
C: -3.991 -4.490 -3.653
C: -3.729 -3.394 -4.685
C: -3.886 -2.009 -4.047
C: -1.653 2.696 -0.576
C: -1.909 3.539 -1.674
C: -2.813 4.586 -1.610
C: -3.487 4.846 -0.417
C: -3.252 4.032 0.678
C: -2.357 2.953 0.612
P: -2.027 1.839 2.044
C: -3.551 2.021 3.087
C: -4.781 1.607 2.266
C: -6.073 1.803 3.066
C: -5.937 1.326 4.531
C: -4.753 0.374 4.674
C: -3.441 1.095 4.340
C: -0.723 2.862 2.892
C: -0.481 2.452 4.347
C: 0.895 2.965 4.814
C: 1.261 4.309 4.155
C: -0.003 5.111 3.856
C: -0.875 4.387 2.810
H: 0.753 3.896 -0.854
H: 1.413 3.031 0.547
H: 2.094 2.741 -1.048
H: 1.637 2.268 -3.045
H: 1.592 1.851 -5.467
H: -0.242 0.491 -6.453
H: -2.000 -0.411 -5.000
H: -3.807 1.663 -1.578
H: -3.142 2.170 -3.929
H: -4.324 0.997 -4.500
H: -4.897 3.487 -2.821
H: -5.281 3.289 -4.531
H: -7.284 2.937 -3.061
H: -6.899 1.496 -4.000
H: -6.183 1.997 -1.069
H: -7.376 0.843 -1.671
H: -5.254 -0.333 -1.123
H: -5.609 -0.410 -2.849
H: -1.876 -2.097 -3.304
H: -2.463 -2.846 -1.023
H: -4.178 -2.761 -1.440
H: -2.026 -4.495 -2.755
H: -3.284 -5.085 -1.687
H: -3.863 -5.479 -4.102
H: -5.037 -4.419 -3.323
H: -2.707 -3.502 -5.066
H: -4.409 -3.495 -5.537
H: -3.793 -1.228 -4.804
H: -4.901 -1.947 -3.640
H: -1.378 3.364 -2.603
H: -2.992 5.203 -2.485
H: -4.179 5.677 -0.342
H: -3.777 4.247 1.603
H: -3.671 3.058 3.425
H: -4.847 2.167 1.335
H: -4.666 0.555 1.980
H: -6.344 2.862 3.047
H: -6.885 1.265 2.569
H: -5.772 2.183 5.192
H: -6.862 0.847 4.861
H: -4.696 -0.018 5.693
H: -4.893 -0.488 4.014
H: -3.151 1.694 5.207
H: -2.653 0.351 4.192
H: 0.171 2.566 2.328
H: -1.274 2.877 4.971
H: -0.527 1.366 4.465
H: 0.894 3.073 5.904
H: 1.654 2.222 4.566
H: 1.933 4.876 4.805
H: 1.802 4.131 3.219
H: -0.566 5.243 4.787
H: 0.248 6.112 3.498
H: -1.924 4.671 2.959
H: -0.602 4.719 1.806
S: 1.178 -5.868 -0.662
Sb: 0.537 -3.851 0.291
S: 2.413 -2.687 1.232
S: 0.409 -2.118 -1.510

Force components x, y, z for each atom (eV/Å):
1.182 -1.970 -2.527
0.078 -0.007 0.126
-0.059 -0.068 -0.187
0.196 0.048 -0.185
-0.228 0.426 0.503
-0.573 -0.327 -0.034
0.556 0.893 0.730
-0.053 -0.024 0.089
0.027 0.130 -0.133
0.200 0.043 0.052
-0.255 -0.338 -0.016
-0.151 -0.144 0.283
0.540 0.212 -0.024
-0.489 -0.165 0.935
-0.059 0.007 -0.024
0.026 0.043 0.017
-0.012 -0.002 0.025
0.048 -0.015 0.046
0.022 -0.001 0.014
-0.043 -0.005 -0.013
-0.020 -0.018 0.043
-0.057 -0.042 -0.252
0.094 0.106 0.060
-0.010 0.437 -0.460
0.055 0.099 -0.043
0.026 -0.130 -0.025
-0.054 -0.029 0.110
-0.023 0.008 0.089
0.035 0.091 -0.061
-0.035 0.151 -0.021
0.095 -0.176 0.112
0.044 0.139 -0.041
-0.117 -0.050 -0.019
-0.048 -0.028 0.005
0.091 0.003 0.074
0.047 0.049 -0.024
-0.107 0.019 0.030
-0.173 -0.134 0.077
-0.089 -0.066 -0.141
-0.063 0.069 -0.030
0.074 0.047 0.018
-0.047 0.022 0.040
0.078 -0.178 0.026
0.069 -0.002 0.258
0.004 0.009 0.144
0.003 -0.007 0.122
0.104 -0.103 -0.069
-0.057 -0.062 -0.067
-0.108 0.007 -0.065
-0.012 -0.007 -0.280
-0.106 0.030 0.209
0.040 -0.011 0.109
0.036 -0.040 0.080
0.055 -0.013 -0.116
0.025 0.111 -0.028
-0.018 0.091 -0.115
0.036 -0.014 0.132
0.135 0.017 -0.018
-0.068 0.074 -0.028
-0.075 -0.053 -0.008
0.006 -0.082 -0.047
0.023 0.053 0.149
0.027 -0.031 -0.015
0.012 0.039 -0.084
-0.023 -0.024 0.094
-0.046 -0.008 -0.048
-0.009 -0.001 0.014
0.008 -0.021 0.026
0.035 0.024 -0.010
-0.024 0.034 -0.069
0.007 -0.040 0.011
0.041 0.054 0.030
-0.036 -0.078 -0.069
-0.020 0.028 -0.001
-0.029 -0.014 -0.033
0.020 0.007 0.029
0.003 -0.075 -0.052
-0.028 0.028 0.020
0.028 0.025 -0.015
0.000 0.043 0.127
0.032 -0.020 -0.014
0.103 0.064 0.091
0.057 -0.019 -0.002
-0.029 -0.009 0.037
0.002 -0.003 -0.008
-0.008 -0.008 -0.008
0.023 -0.021 -0.004
-0.026 0.023 -0.036
-0.005 -0.028 -0.015
-0.016 0.014 0.020
0.087 0.003 -0.092
0.007 0.018 0.011
0.017 -0.004 0.023
-0.022 -0.016 -0.008
0.008 -0.043 -0.020
-0.130 0.021 -0.008
0.025 -0.005 -0.048
0.024 0.033 0.003
-0.028 0.006 0.001
-0.009 -0.005 -0.004
-0.003 -0.006 -0.019
-0.014 0.023 0.018
-0.012 -0.038 -0.001
0.026 0.009 0.010
0.020 0.023 -0.009
-0.171 0.262 0.028
0.012 0.020 0.025
0.005 0.005 0.008
-0.046 0.146 0.011
-0.006 -0.005 -0.009
0.015 0.059 0.016
0.036 -0.007 -0.019
-0.026 -0.003 0.045
0.014 -0.002 -0.014
-0.006 0.026 0.012
0.060 -0.007 -0.024
-0.027 0.002 -0.018
0.084 0.279 -0.068
-0.352 -1.266 0.251
-0.517 0.465 -0.176
-0.012 0.900 0.450

---

# 2
DFT (wB97M-V/def2-TZVPD) results for a structure of composition C45H64IrN8O4P at a distorted geometry.

- Total charge: +1
- HOMO-LUMO gap (alpha / beta): 7.494 / 6.650 eV
- Max |F|: 1.59 eV/Å
- Energy relative to the best compared isomer or geometry (same formula, charge and spin): 67.6 kJ/mol
- Multiplicity: 2
- LUMO energy (alpha / beta): -2.95 / -3.51 eV

Atoms and positions in Å:
Ir: -0.954 0.760 -1.870
N: -1.641 -0.875 -3.008
C: -0.918 -0.886 -4.307
C: 0.236 0.093 -4.357
O: 1.060 0.089 -5.236
O: 0.303 0.990 -3.374
H: -1.692 -1.779 -2.557
H: -2.589 -0.534 -3.138
H: -1.617 -0.625 -5.101
H: -0.533 -1.880 -4.523
C: -2.563 -5.308 2.757
C: -2.124 -3.915 3.230
C: -3.135 -3.400 4.253
C: -0.747 -4.011 3.901
C: -2.014 -2.991 2.021
C: -1.205 -3.350 0.938
C: -1.102 -2.499 -0.141
N: -1.761 -1.344 -0.216
C: -2.517 -0.988 0.794
C: -2.674 -1.774 1.937
C: -3.173 0.336 0.590
C: -4.175 0.750 1.445
C: -4.840 1.960 1.263
C: -4.444 2.698 0.162
C: -3.430 2.233 -0.655
N: -2.771 1.086 -0.467
C: -5.936 2.389 2.228
C: -7.071 1.356 2.171
C: -5.359 2.436 3.650
C: -6.498 3.765 1.874
H: -2.697 -5.962 3.621
H: -1.821 -5.772 2.105
H: -3.509 -5.263 2.215
H: -3.200 -4.106 5.082
H: -4.136 -3.304 3.825
H: -2.841 -2.435 4.670
H: -0.786 -4.725 4.727
H: -0.438 -3.044 4.302
H: 0.021 -4.348 3.203
H: -0.649 -4.279 0.939
H: -0.446 -2.725 -0.972
H: -3.289 -1.437 2.757
H: -4.460 0.106 2.264
H: -4.908 3.641 -0.089
H: -3.146 2.818 -1.512
H: -6.741 0.370 2.504
H: -7.467 1.256 1.159
H: -7.886 1.673 2.824
H: -5.011 1.457 3.982
H: -6.130 2.768 4.346
H: -4.521 3.134 3.714
H: -6.971 3.773 0.890
H: -5.727 4.538 1.892
H: -7.258 4.040 2.605
O: -2.173 3.580 -4.334
C: -1.746 2.885 -3.448
O: -2.198 1.688 -3.142
C: -0.722 3.422 -2.462
C: -0.185 4.704 -2.613
C: 0.576 5.215 -1.605
C: 0.740 4.484 -0.410
C: 1.437 5.017 0.702
C: 1.536 4.300 1.856
C: 0.942 3.020 1.948
C: 0.293 2.460 0.884
C: 0.190 3.189 -0.320
N: -0.488 2.662 -1.395
H: -0.408 5.241 -3.524
H: 1.025 6.198 -1.690
H: 1.864 6.009 0.624
H: 2.052 4.715 2.711
H: 1.012 2.475 2.881
H: -0.139 1.471 0.935
N: 0.564 -0.062 -1.019
P: 2.075 -0.443 -0.882
N: 2.404 -1.968 -1.454
C: 1.619 -2.615 -2.502
C: 2.469 -3.068 -3.690
C: 3.818 -3.644 -3.220
C: 3.763 -4.009 -1.741
C: 3.504 -2.769 -0.892
N: 2.559 -0.492 0.703
C: 1.591 -0.720 1.777
C: 2.135 -1.712 2.797
C: 3.473 -1.229 3.349
C: 4.452 -0.961 2.209
C: 3.853 -0.002 1.189
N: 3.128 0.559 -1.652
C: 3.032 2.001 -1.386
C: 4.374 2.691 -1.584
C: 4.918 2.420 -2.981
C: 4.997 0.915 -3.208
C: 3.636 0.266 -3.009
H: 0.861 -1.911 -2.827
H: 1.091 -3.478 -2.078
H: 2.613 -2.229 -4.372
H: 1.907 -3.822 -4.247
H: 4.616 -2.912 -3.373
H: 4.087 -4.517 -3.815
H: 4.701 -4.458 -1.411
H: 2.984 -4.758 -1.568
H: 4.421 -2.168 -0.882
H: 3.286 -3.038 0.143
H: 0.650 -1.070 1.350
H: 1.393 0.231 2.283
H: 2.264 -2.685 2.311
H: 1.409 -1.844 3.602
H: 3.888 -1.952 4.052
H: 3.312 -0.299 3.908
H: 4.696 -1.903 1.708
H: 5.386 -0.545 2.591
H: 4.523 0.140 0.344
H: 3.704 0.983 1.659
H: 2.688 2.142 -0.360
H: 2.286 2.433 -2.066
H: 5.080 2.316 -0.836
H: 4.251 3.762 -1.407
H: 5.893 2.889 -3.120
H: 4.241 2.857 -3.723
H: 5.709 0.477 -2.500
H: 5.352 0.686 -4.215
H: 3.711 -0.811 -3.122
H: 2.923 0.636 -3.753

Force components x, y, z for each atom (eV/Å):
-1.041 0.712 -0.975
0.234 0.186 0.136
-0.371 -0.258 -0.048
0.552 0.925 0.552
-0.237 -0.378 -0.244
0.064 -0.652 -0.393
0.100 -0.006 -0.001
-0.111 -0.265 -0.174
0.110 0.040 -0.078
-0.010 -0.017 -0.024
-0.026 -0.030 0.009
0.004 0.050 -0.073
-0.035 -0.015 0.050
0.006 -0.031 0.025
0.010 -0.071 0.073
0.096 -0.018 0.010
-0.151 0.051 0.262
0.053 -0.956 -0.093
-0.085 0.366 0.025
0.072 0.062 0.020
0.028 -0.054 -0.021
-0.072 0.031 -0.017
-0.038 -0.049 0.106
-0.016 0.074 -0.057
0.115 0.011 -0.045
0.232 -0.404 0.532
0.060 -0.027 -0.073
-0.047 -0.016 0.004
0.005 0.025 0.038
-0.031 0.033 -0.007
0.008 0.002 -0.015
-0.007 0.019 0.008
0.007 0.014 0.022
0.002 0.014 -0.006
0.023 -0.019 -0.005
0.009 -0.016 -0.014
-0.004 0.020 -0.007
-0.027 -0.011 -0.007
-0.016 -0.005 0.005
-0.019 0.016 0.011
0.017 -0.081 -0.039
0.023 -0.003 -0.017
0.001 0.004 -0.027
0.021 -0.010 0.003
-0.006 -0.002 0.031
0.005 0.022 -0.008
0.007 0.026 0.012
0.014 -0.018 -0.003
-0.007 0.016 -0.013
0.014 -0.016 -0.008
-0.019 0.002 -0.015
0.010 -0.021 0.010
0.007 -0.024 0.016
0.005 0.003 -0.013
0.178 0.081 -0.005
-0.306 -0.193 -0.168
-0.165 0.516 -0.258
0.002 -0.023 0.314
-0.125 0.015 -0.100
-0.008 0.063 0.007
0.122 0.082 0.028
-0.024 -0.023 0.001
-0.024 -0.038 0.048
0.060 -0.026 0.024
0.061 -0.001 0.005
-0.293 -0.085 -0.195
0.622 0.758 0.123
-0.007 0.003 -0.002
0.000 -0.016 0.004
0.005 -0.021 -0.018
-0.001 -0.022 -0.001
-0.013 -0.006 -0.001
-0.022 -0.010 -0.015
0.314 -0.197 0.705
0.162 -0.668 0.064
-0.229 -0.145 0.047
0.060 0.023 0.088
-0.015 0.026 -0.048
0.009 0.000 -0.006
-0.028 -0.028 0.012
0.059 0.116 -0.095
0.159 0.352 0.074
0.053 -0.085 -0.129
0.042 -0.037 -0.047
-0.014 0.050 -0.006
-0.005 -0.044 -0.017
-0.148 0.027 0.017
0.096 0.222 -0.190
-0.006 -0.078 0.050
0.033 -0.025 0.008
-0.063 -0.014 -0.028
0.041 -0.002 0.044
-0.119 0.048 0.115
-0.046 0.051 0.039
0.033 -0.059 -0.026
0.041 -0.021 -0.019
-0.010 -0.001 0.036
-0.010 0.009 0.026
0.012 0.009 -0.014
-0.002 -0.004 -0.014
0.010 0.003 -0.004
-0.014 0.041 0.019
-0.012 -0.044 0.012
0.003 0.012 -0.012
-0.061 0.092 0.056
-0.019 -0.007 0.025
0.009 0.021 -0.025
-0.005 -0.009 -0.012
0.003 -0.013 0.004
0.024 -0.001 0.016
-0.004 0.006 -0.002
-0.007 -0.025 -0.020
0.030 0.002 0.017
-0.045 0.009 0.011
0.000 0.040 0.020
0.004 0.028 0.003
-0.010 -0.010 -0.003
0.005 -0.011 0.023
0.024 0.014 -0.007
0.018 -0.012 -0.031
-0.017 0.011 -0.002
0.004 0.011 0.019
0.039 0.013 -0.023

---

no.,E_tot (eV)
1,-162448.516
2,-79941.892